Below is a 10-piece molecular cluster, C32H88N4O14 overall in a non-equilibrium geometry, with properties calculated with ωB97M-V with the def2-TZVPD basis set.

Each line ends with the Löwdin charge.
Element x y z (Å)
1 C -6.1624 1.9287 9.7794  -0.092
2 O -6.1385 3.0565 8.9383  -0.199
3 C -5.3123 3.1068 7.8303  -0.251
4 C -5.9207 2.5395 6.5780  -0.242
5 N -4.9814 2.4074 5.4933  -0.084
6 C -5.5527 2.1262 4.1194  -0.160
7 C -4.4322 1.8912 3.0447  -0.175
8 O -3.9125 0.5206 3.1498  -0.199
9 C -2.7391 0.2442 2.3631  -0.116
10 H -7.0454 2.0435 10.4081  0.092
11 H -5.2756 2.0143 10.4075  0.084
12 H -6.1087 1.0299 9.1652  0.085
13 H -4.3736 2.6067 8.0691  0.120
14 H -5.0219 4.1357 7.6177  0.127
15 H -6.7414 3.1837 6.2625  0.124
16 H -6.3484 1.5454 6.7084  0.115
17 H -4.2866 1.7240 5.7584  0.104
18 H -6.0108 3.0709 3.8266  0.109
19 H -6.3021 1.3373 4.1847  0.112
20 H -3.6312 2.6070 3.2292  0.113
21 H -4.8546 2.0654 2.0551  0.111
22 H -2.9315 0.5773 1.3432  0.058
23 H -2.4841 -0.8115 2.2714  0.087
24 H -1.8363 0.7888 2.6397  0.075
25 C -0.6641 -10.5104 -6.4984  -0.097
26 O -0.7269 -10.3385 -5.0449  -0.212
27 C -0.0725 -9.0928 -4.5715  -0.202
28 C 0.2633 -9.2568 -3.0943  -0.239
29 N 1.0177 -8.1573 -2.5635  -0.042
30 C 1.9102 -8.5227 -1.4437  -0.171
31 C 2.4414 -7.2400 -0.8878  -0.209
32 O 1.5461 -6.5365 -0.0297  -0.237
33 C 1.9688 -5.3190 0.5584  -0.097
34 H -1.1147 -9.6534 -6.9989  0.082
35 H -1.4163 -11.2723 -6.7029  0.074
36 H 0.2563 -10.9543 -6.8778  0.082
37 H -0.8181 -8.3167 -4.7438  0.115
38 H 0.8362 -8.7813 -5.0868  0.114
39 H 0.7739 -10.2192 -3.0588  0.124
40 H -0.7563 -9.3874 -2.7318  0.122
41 H 0.2657 -7.5309 -2.3141  0.082
42 H 2.7642 -9.1454 -1.7102  0.125
43 H 1.3329 -9.0840 -0.7090  0.125
44 H 2.7062 -6.4934 -1.6365  0.116
45 H 3.3380 -7.3723 -0.2822  0.123
46 H 2.4844 -5.5628 1.4873  0.092
47 H 1.1080 -4.6944 0.7968  0.087
48 H 2.5909 -4.6548 -0.0415  0.095
49 C 4.8498 1.7303 5.8738  -0.093
50 O 3.8722 2.6863 5.4721  -0.199
51 C 2.9517 2.2496 4.4597  -0.199
52 C 2.1668 3.4746 3.8526  -0.177
53 N 3.2222 4.3055 3.3088  -0.066
54 C 2.7867 5.6530 3.1568  -0.207
55 C 4.0936 6.6109 3.2401  -0.199
56 O 4.8224 6.3407 4.3996  -0.197
57 C 6.1053 6.8379 4.3898  -0.126
58 H 4.4042 0.7815 6.1726  0.084
59 H 5.3898 2.1393 6.7277  0.089
60 H 5.5646 1.5310 5.0753  0.076
61 H 2.2915 1.4103 4.6782  0.111
62 H 3.6117 1.8590 3.6851  0.096
63 H 1.6639 4.0607 4.6218  0.111
64 H 1.4189 3.0623 3.1752  0.105
65 H 3.9413 4.3711 4.0149  0.090
66 H 2.0379 5.9661 3.8844  0.102
67 H 2.2712 5.9920 2.2582  0.103
68 H 3.6737 7.6164 3.2128  0.112
69 H 4.7146 6.4923 2.3522  0.115
70 H 6.6516 6.3750 3.5680  0.092
71 H 6.4630 6.5407 5.3756  0.096
72 H 6.1823 7.9203 4.2874  0.088
73 C -2.4020 6.2885 -8.4823  -0.097
74 O -2.3087 4.8867 -8.2895  -0.208
75 C -3.4322 4.1187 -8.0558  -0.251
76 C -3.1271 2.6518 -7.7243  -0.192
77 N -2.5821 2.2939 -6.4112  -0.067
78 C -1.5350 3.1895 -5.9236  -0.194
79 C -1.0059 2.8144 -4.4848  -0.164
80 O -0.2211 1.5859 -4.5652  -0.183
81 C 0.1974 1.1122 -3.3126  -0.129
82 H -1.3927 6.6989 -8.5137  0.086
83 H -2.8690 6.9568 -7.7589  0.083
84 H -2.8811 6.4431 -9.4491  0.084
85 H -4.0044 4.2025 -8.9797  0.119
86 H -4.0778 4.5868 -7.3127  0.122
87 H -2.4235 2.3705 -8.5079  0.111
88 H -3.9440 1.9822 -7.9934  0.114
89 H -2.0384 1.4491 -6.5156  0.101
90 H -1.9581 4.1901 -5.8342  0.112
91 H -0.7311 3.0982 -6.6541  0.122
92 H -1.8371 2.5828 -3.8188  0.115
93 H -0.4086 3.6509 -4.1219  0.109
94 H 0.6258 1.9062 -2.7010  0.073
95 H 0.9461 0.3267 -3.2102  0.068
96 H -0.6025 0.6195 -2.7599  0.066
97 C 1.9288 -0.5962 1.7404  -0.074
98 C 0.9185 -0.7170 0.6070  -0.279
99 O 1.4193 0.1413 -0.3917  -0.087
100 H 1.8371 0.3800 2.2165  0.063
101 H 2.9700 -0.8067 1.4961  0.058
102 H 1.6896 -1.2316 2.5932  0.079
103 H -0.0230 -0.4050 1.0591  0.101
104 H 0.7787 -1.7761 0.3908  0.106
105 H 1.1719 0.9794 0.0058  0.042
106 C -2.8869 -1.0303 -1.3105  -0.062
107 C -2.3042 -2.4224 -1.7164  -0.310
108 O -2.7177 -3.3902 -0.7942  -0.078
109 H -2.5049 -0.2371 -1.9533  0.050
110 H -2.7085 -0.7104 -0.2839  0.033
111 H -3.9766 -1.0233 -1.3338  0.075
112 H -1.2217 -2.2996 -1.7511  0.084
113 H -2.8082 -2.7177 -2.6367  0.114
114 H -2.3874 -4.2786 -0.9464  0.061
115 C -0.6291 3.2351 -0.6393  -0.148
116 O 0.4407 2.6371 0.0551  -0.118
117 H -0.5197 3.8306 -1.5456  0.081
118 H -1.2918 2.4062 -0.8880  0.075
119 H -1.2430 3.7230 0.1178  0.083
120 H 1.1185 3.3062 -0.0651  0.098
121 C 3.8616 -0.0129 -2.8864  -0.174
122 O 3.8107 -0.6854 -1.6325  -0.118
123 H 3.8528 1.0734 -2.7977  0.074
124 H 4.7915 -0.1630 -3.4349  0.072
125 H 3.1285 -0.2853 -3.6456  0.063
126 H 2.9886 -0.4393 -1.2023  0.015
127 C 5.5695 -0.0036 1.6958  -0.151
128 O 6.7954 0.3432 2.3633  -0.129
129 H 5.7234 -1.0395 1.3935  0.082
130 H 4.6892 0.0612 2.3352  0.038
131 H 5.2880 0.6551 0.8742  0.084
132 H 6.8059 -0.0807 3.2246  0.062
133 C 0.2001 -4.7147 -2.0987  -0.143
134 O -0.5628 -5.7333 -1.4760  -0.140
135 H 0.2900 -3.8611 -1.4268  0.062
136 H 1.1889 -5.1079 -2.3347  0.069
137 H -0.2047 -4.4674 -3.0800  0.094
138 H -0.0359 -6.1912 -0.8170  0.036

- E (Eh) = -2543.96610
- total charge = 0
- F_max (eV/Å) = 3.38
- orbital gap (Ha) = 0.3319
- ΔE to the lowest compared entry with this formula, charge and spin (kJ/mol) = 404.8